The following is a quantum chemistry calculation of a molecular structure, C15H33BFI2NO7PS, from the OMol25 dataset.

- charge = +1
- energy (eV) = -71622.8895
- orbital gap (eV) = 5.9
- multiplicity = 1
- LUMO (eV) = -5.713

XYZ file:
```
62
C15H33BFI2NO7PS ωB97M-V/def2-TZVPD
C 2.331 2.732 0.774
C 2.394 1.195 0.933
P 1.514 0.368 -0.454
C 2.560 -0.522 -1.666
C 2.676 0.278 -2.987
C -0.155 -0.367 -0.003
S -0.848 -0.885 -1.633
O -2.249 -0.918 -1.641
O -0.167 -1.958 -2.242
F -0.499 0.338 -2.556
C -0.970 0.904 0.377
C -2.322 0.669 1.036
I -2.915 2.585 1.878
C -2.270 -0.404 2.151
C -0.904 -1.011 2.378
B -0.081 -0.151 3.472
O 0.950 -0.704 4.212
O -0.512 1.093 3.765
C 0.432 2.153 3.906
N -0.201 -1.436 1.094
I -1.381 -3.197 0.546
C 1.132 -2.044 1.436
C 1.792 -2.939 0.386
C 1.988 -4.401 0.843
O 3.302 -4.678 1.264
H 2.237 3.235 1.728
H 1.564 3.031 0.076
H 3.268 3.067 0.346
H 3.439 0.927 0.817
H 2.126 0.883 1.939
H 3.565 -0.562 -1.254
H 2.301 -1.548 -1.886
H 2.336 -0.297 -3.837
H 3.717 0.523 -3.161
H 2.162 1.224 -2.911
H -0.343 1.458 1.068
H -1.090 1.538 -0.491
H -3.116 0.430 0.349
H -3.017 -1.154 1.911
H -2.634 0.051 3.058
H -1.090 -1.942 2.901
H 1.809 -0.526 3.792
H 1.371 1.850 4.361
H 0.588 2.640 2.951
H -0.006 2.900 4.555
H 1.848 -1.302 1.767
H 0.936 -2.665 2.301
H 2.802 -2.572 0.227
H 1.331 -2.928 -0.595
H 1.738 -5.072 0.032
H 1.280 -4.621 1.647
H 3.648 -3.923 1.762
C -4.468 1.868 -3.470
C -3.753 1.350 -4.695
O -2.481 1.995 -4.792
O -4.635 3.273 -3.549
H -5.454 1.418 -3.361
H -3.867 1.641 -2.575
H -4.318 1.589 -5.594
H -3.607 0.266 -4.648
H -1.948 1.640 -4.070
H -3.835 3.618 -3.969
```



The following is a quantum chemistry calculation of a single C20H28O3 molecule, from the OMol25 dataset.

- charge = 0
- energy (eV) = -27336.5422
- orbital gap (eV) = 9.3
- relative energy (zero: lowest compared OMol25 entry of this formula, charge and spin) (kJ/mol) = 31.8
- multiplicity = 1
- LUMO (eV) = 0.497

XYZ file:
```
51
C20H28O3 ωB97M-V/def2-TZVPD
C -0.953 -3.429 -0.382
C -0.201 -2.144 -0.506
C 0.676 -1.945 -1.495
C 1.545 -0.777 -1.644
O 2.327 -0.715 -2.572
C 1.387 0.311 -0.589
C 2.576 1.308 -0.524
C 3.934 0.626 -0.350
C 2.619 2.110 -1.834
C 2.321 2.313 0.611
C 2.020 1.652 1.947
C 0.784 0.767 1.831
C 0.934 -0.317 0.749
C 1.910 -1.392 1.264
C -0.441 -1.046 0.507
O -0.887 -1.633 1.717
C -1.563 -0.123 -0.043
C -2.927 -0.815 -0.081
C -4.048 0.148 -0.292
C -5.424 -0.113 -0.035
C -6.096 1.017 -0.376
O -5.247 1.955 -0.823
C -4.011 1.424 -0.771
H -1.405 -3.510 0.600
H -1.734 -3.491 -1.139
H -0.279 -4.268 -0.539
H 0.831 -2.713 -2.242
H 0.547 0.920 -0.947
H 4.016 0.103 0.595
H 4.101 -0.083 -1.155
H 4.722 1.376 -0.392
H 1.670 2.613 -2.016
H 2.833 1.459 -2.674
H 3.398 2.868 -1.776
H 3.193 2.962 0.709
H 1.471 2.944 0.336
H 2.881 1.076 2.283
H 1.834 2.422 2.700
H -0.062 1.417 1.598
H 0.596 0.289 2.796
H 1.357 -2.135 1.836
H 2.660 -0.965 1.922
H 2.418 -1.898 0.449
H -1.095 -0.921 2.331
H -1.316 0.207 -1.051
H -1.651 0.757 0.597
H -2.943 -1.552 -0.887
H -3.096 -1.353 0.855
H -5.839 -1.021 0.352
H -7.137 1.269 -0.345
H -3.205 2.046 -1.102
```



The following is a quantum chemistry calculation of a molecular structure, C21H56B2F8O7V, from the OMol25 dataset.

- charge = 0
- energy (eV) = -85810.2339
- orbital gap (spin up / spin down) (eV) = 8.2 / 8.1
- relative energy (zero: lowest compared OMol25 entry of this formula, charge and spin) (kJ/mol) = 0.0
- multiplicity = 4
- LUMO (spin up / spin down) (eV) = -1.113 / -1.283

XYZ file:
```
95
C21H56B2F8O7V ωB97M-V/def2-TZVPD
V 5.491 -3.123 9.245
B 3.401 -1.447 9.345
F 3.295 -2.811 9.709
F 4.766 -1.080 9.579
F 3.265 -1.409 7.947
F 2.584 -0.580 10.008
B 4.554 -6.093 10.508
F 5.412 -6.660 11.457
F 4.948 -6.558 9.236
F 3.223 -6.370 10.743
F 4.789 -4.662 10.620
C 6.649 -6.801 15.391
C 7.037 -8.010 14.535
C 5.873 -9.010 14.395
O 7.380 -7.534 13.243
H 7.324 -5.968 15.202
H 6.585 -7.022 16.460
H 5.642 -6.483 15.099
H 7.885 -8.543 14.968
H 5.065 -8.532 13.834
H 5.509 -9.384 15.349
H 6.272 -9.798 13.753
H 6.582 -7.233 12.792
C 9.315 -4.523 8.349
C 8.103 -5.430 8.425
C 8.494 -6.827 8.910
O 7.174 -4.896 9.396
H 9.061 -3.588 7.838
H 10.080 -5.047 7.777
H 9.729 -4.255 9.319
H 7.588 -5.598 7.475
H 9.326 -7.253 8.344
H 7.665 -7.526 8.773
H 8.784 -6.866 9.963
H 6.765 -5.612 9.900
C 0.091 -5.555 9.004
C 0.393 -5.046 7.601
C -0.613 -4.045 7.071
O 1.703 -4.446 7.657
H 0.920 -6.125 9.422
H -0.876 -6.046 9.112
H 0.075 -4.663 9.650
H 0.515 -5.864 6.891
H -0.555 -3.902 5.996
H -0.575 -3.103 7.626
H -1.637 -4.363 7.311
H 1.603 -3.731 8.300
C 8.445 -1.110 11.559
C 7.978 -2.489 11.147
C 8.416 -3.572 12.138
O 6.528 -2.489 11.068
H 9.463 -0.894 11.223
H 8.447 -0.984 12.644
H 7.846 -0.303 11.131
H 8.414 -2.751 10.185
H 7.711 -4.404 12.104
H 8.345 -3.183 13.157
H 9.420 -3.938 11.934
H 6.204 -2.237 11.941
C 1.883 -11.855 10.459
C 1.585 -10.462 11.017
C 2.862 -9.799 11.529
O 0.899 -9.651 10.077
H 1.153 -12.172 9.710
H 1.832 -12.604 11.249
H 2.855 -11.920 9.959
H 0.963 -10.710 11.889
H 3.600 -9.783 10.723
H 3.271 -10.432 12.318
H 2.641 -8.794 11.887
H 1.200 -8.752 10.248
C 1.744 -3.848 13.214
C 2.737 -4.522 14.155
C 2.273 -5.925 14.529
O 3.988 -4.630 13.434
H 1.933 -2.782 13.101
H 0.744 -3.914 13.666
H 1.659 -4.351 12.252
H 2.993 -4.006 15.078
H 1.197 -5.912 14.742
H 2.736 -6.361 15.414
H 2.387 -6.629 13.700
H 3.801 -5.155 12.647
C 4.468 -9.165 7.256
C 3.285 -8.354 6.696
C 1.991 -9.129 6.875
O 3.165 -7.114 7.393
H 4.059 -9.870 7.988
H 5.221 -8.554 7.745
H 4.948 -9.761 6.477
H 3.462 -8.244 5.621
H 2.121 -10.093 6.351
H 1.067 -8.754 6.442
H 1.887 -9.430 7.919
H 3.484 -7.237 8.296
```



The following is a quantum chemistry calculation of a gas-phase ion, C3H5N3O (charge +2), from the OMol25 dataset.

- charge = +2
- energy (eV) = -9682.1365
- orbital gap (eV) = 8.5
- relative energy (zero: lowest compared OMol25 entry of this formula, charge and spin) (kJ/mol) = 431.1
- multiplicity = 1
- LUMO (eV) = -12.941

XYZ file:
```
12
C3H5N3O ωB97M-V/def2-TZVPD
C 2.497 -1.175 0.061
C -0.767 -0.273 0.034
C -1.679 0.907 -0.039
N 0.530 0.043 0.390
N 1.498 -0.523 0.177
N -1.040 -1.405 -0.337
O -1.428 -2.454 -0.410
H 2.847 -1.008 -0.956
H -1.933 1.381 -0.982
H -1.248 1.732 0.614
H -2.813 0.797 0.226
H 2.899 -1.919 0.765
```



The following is a quantum chemistry calculation of a single C4H10N2O molecule, from the OMol25 dataset.

- charge = 0
- energy (eV) = -9336.3894
- orbital gap (eV) = 9.9
- relative energy (zero: lowest compared OMol25 entry of this formula, charge and spin) (kJ/mol) = 250.7
- multiplicity = 1
- LUMO (eV) = 0.870

XYZ file:
```
17
C4H10N2O ωB97M-V/def2-TZVPD
N -0.477 -1.597 -1.642
C -0.979 -0.992 -0.371
C 0.299 -0.160 0.276
N 1.258 0.199 -0.765
C -0.348 1.042 1.006
C 0.778 1.950 1.605
O 0.683 2.260 2.736
H 0.319 -2.177 -1.568
H -1.339 -2.017 -2.208
H -1.395 -1.757 0.282
H -1.718 -0.256 -0.662
H 0.883 -0.713 0.987
H 1.710 -0.691 -1.119
H 0.718 0.601 -1.506
H -1.007 0.610 1.767
H -1.028 1.548 0.294
H 1.645 2.151 0.888
```



The following is a quantum chemistry calculation of a gas-phase ion, C4H13N3 (charge +2), from the OMol25 dataset.

- charge = +2
- energy (eV) = -8807.6503
- orbital gap (spin up / spin down) (eV) = 9.1 / 9.1
- relative energy (zero: lowest compared OMol25 entry of this formula, charge and spin) (kJ/mol) = 571.8
- multiplicity = 1
- LUMO (spin up / spin down) (eV) = -9.831 / -9.832

XYZ file:
```
20
C4H13N3 ωB97M-V/def2-TZVPD
C 0.409 0.307 -2.054
N 0.295 0.185 -0.556
C 1.431 -0.791 -0.226
N -0.792 0.010 0.265
C -2.126 -0.393 -0.276
C -0.549 0.197 1.525
N 0.663 0.806 1.980
H -0.415 0.876 -2.433
H 1.450 0.616 -2.077
H 0.419 -0.712 -2.579
H 2.270 -0.032 -0.482
H 1.402 -1.074 0.808
H 1.429 -1.649 -0.973
H -2.824 -0.693 0.470
H -2.135 -1.307 -0.758
H -2.389 0.445 -0.987
H -1.347 0.172 2.255
H 1.334 0.290 2.503
H 0.390 1.578 2.529
H 1.083 1.169 1.065
```



The following is a quantum chemistry calculation of a gas-phase ion, C2H7N2O (charge +1), from the OMol25 dataset.

- charge = +1
- energy (eV) = -7205.2518
- orbital gap (eV) = 9.3
- relative energy (zero: lowest compared OMol25 entry of this formula, charge and spin) (kJ/mol) = 375.6
- multiplicity = 1
- LUMO (eV) = -5.397

XYZ file:
```
12
C2H7N2O ωB97M-V/def2-TZVPD
N 0.422 0.669 1.730
O -0.912 0.442 1.297
C -0.897 -0.222 0.080
C 0.130 0.188 -0.820
N 0.736 -0.570 -1.687
H 0.649 0.170 2.702
H 0.466 1.655 1.952
H -1.968 -0.346 -0.312
H -0.730 -1.398 0.131
H 0.301 1.279 -0.786
H 0.372 -1.494 -1.893
H 1.432 -0.373 -2.394
```



The following is a quantum chemistry calculation of a single C4H6N2O molecule, from the OMol25 dataset.

- charge = 0
- energy (eV) = -9273.1284
- orbital gap (eV) = 9.0
- relative energy (zero: lowest compared OMol25 entry of this formula, charge and spin) (kJ/mol) = 36.0
- multiplicity = 1
- LUMO (eV) = 0.783

XYZ file:
```
13
C4H6N2O ωB97M-V/def2-TZVPD
C -1.633 1.114 -0.805
C -0.440 0.376 -0.273
C 0.883 0.703 -0.391
N 1.564 -0.312 0.288
C 0.624 -1.159 0.730
O 1.122 -2.227 1.377
N -0.597 -0.813 0.441
H -2.315 1.407 0.002
H -2.211 0.494 -1.502
H -1.327 2.022 -1.336
H 1.369 1.546 -0.863
H 2.519 -0.546 0.449
H 0.442 -2.631 1.913
```